Entry 1:
{"formula": "C9H13N2", "method": "wB97M-V/def2-TZVPD", "elements": ["C", "C", "C", "N", "N", "C", "C", "C", "C", "C", "C", "H", "H", "H", "H", "H", "H", "H", "H", "H", "H", "H", "H", "H"], "positions_angstrom": [[-5.11620, -0.08198, -0.27237], [-4.21195, 0.80364, 0.23852], [-3.76660, -0.41881, -0.29240], [-2.54787, -0.90861, -0.29311], [-1.91982, -0.04126, 0.45175], [-0.55759, -0.18325, 0.61220], [0.12034, -1.43321, 0.08456], [1.63607, -1.33084, 0.20552], [2.14093, -0.10896, -0.55990], [1.48216, 1.14805, -0.01429], [-0.02932, 1.10200, -0.15849], [-6.11636, -0.36822, -0.51223], [-4.05533, 1.76894, 0.66533], [-0.31746, 0.02101, 1.66399], [-0.17122, -1.58728, -0.95726], [-0.24229, -2.29386, 0.65336], [2.09460, -2.23315, -0.19911], [1.92268, -1.25286, 1.25627], [3.22405, -0.03313, -0.45769], [1.91221, -0.21693, -1.62224], [1.75864, 1.29326, 1.03169], [1.82193, 2.02063, -0.57981], [-0.49923, 1.98758, 0.26658], [-0.31403, 1.00460, -1.20716]], "mulliken_charge": [-0.3820, -0.0116, 0.5622, -0.6203, 0.1877, 0.0767, -0.5792, -0.7223, -0.5976, -0.6614, -0.7960, 0.3996, 0.4140, 0.2774, 0.3788, 0.3571, 0.3370, 0.3563, 0.3066, 0.3248, 0.3563, 0.3055, 0.3409, 0.3897], "de_lowest_kj_mol": 516.9, "homo_energy_ev": -14.04, "e_tot_ha": -459.817175, "mol_weight_g_mol": 149.22, "gap_ev": 8.236, "e_lumo_ev": -5.806, "smiles": "c1cc1=[N+]=NC1CCCCC1", "largest_force_ev_per_a": 4.94, "charge": 1}

Entry 2:
{"formula": "C9H13N2O", "method": "wB97M-V/def2-TZVPD", "elements": ["C", "C", "N", "C", "C", "C", "C", "C", "C", "N", "C", "O", "H", "H", "H", "H", "H", "H", "H", "H", "H", "H", "H", "H", "H"], "positions_angstrom": [[-2.05987, 1.15608, 1.49269], [-2.08385, 0.64713, 0.25329], [-1.23407, -0.36810, -0.22069], [-2.02803, -1.52336, -0.76202], [0.04272, -0.58667, -0.12358], [0.70261, -1.84127, -0.16146], [2.11652, -1.97384, 0.03617], [2.80356, -0.81038, 0.43841], [2.19517, 0.37528, 0.38858], [0.87940, 0.47747, -0.01152], [0.47336, 1.85161, -0.26111], [1.46610, 2.67051, -0.63191], [-2.77512, 1.94134, 1.65552], [-1.54505, 0.79565, 2.33285], [-2.69437, 1.01536, -0.55211], [-2.21128, -2.33911, -0.05997], [-2.92088, -1.04297, -0.96588], [-1.66778, -1.95333, -1.61402], [-0.01195, -2.61293, -0.27395], [2.49573, -2.98028, -0.23150], [3.83467, -0.86876, 0.92704], [2.74669, 1.35034, 0.45934], [-0.12940, 1.69362, -1.12582], [0.08741, 2.29171, 0.64873], [1.51772, 2.63493, -1.63708]], "mulliken_charge": [-0.9937, -0.1460, 0.0722, -1.3711, 0.9562, -0.6626, -0.4093, -0.5845, -0.1225, 0.2106, -0.7298, -0.5158, 0.2861, 0.3474, 0.4542, 0.3974, 0.3834, 0.5615, 0.4994, 0.4109, 0.3506, 0.3823, 0.5700, 0.2850, 0.3679], "de_lowest_kj_mol": 296.6, "homo_energy_ev": -12.65, "e_tot_ha": -535.174023, "mol_weight_g_mol": 165.22, "gap_ev": 8.709, "e_lumo_ev": -3.941, "smiles": "C=C/[N+](C)=c1/ccccn1CO", "largest_force_ev_per_a": 3.89, "charge": 1}

Entry 3:
{"formula": "C9H13N2O", "method": "wB97M-V/def2-TZVPD", "elements": ["C", "C", "N", "O", "C", "N", "C", "C", "C", "C", "C", "C", "H", "H", "H", "H", "H", "H", "H", "H", "H", "H", "H", "H", "H"], "positions_angstrom": [[0.24002, 3.00297, -1.82133], [-0.23919, 1.62917, -1.40442], [0.36126, 0.51354, -1.43983], [1.71557, 0.53538, -1.45140], [-0.14291, -0.99097, -1.11187], [0.74883, -1.95947, -1.45593], [-0.41651, -0.88562, 0.40461], [0.68258, -0.80520, 1.26531], [0.62444, -0.86769, 2.66001], [-0.61697, -0.93465, 3.26668], [-1.76597, -0.95442, 2.42381], [-1.67206, -0.87596, 1.06079], [1.22403, 3.06300, -1.48906], [-0.38275, 3.73014, -1.32783], [0.16516, 3.01104, -3.02421], [-1.22725, 1.61088, -1.31117], [2.23350, 1.15073, -1.96761], [-1.08525, -0.99580, -1.51606], [0.58442, -2.24847, -2.37304], [1.68827, -1.86340, -1.05953], [1.75059, -0.87089, 0.77435], [1.58425, -0.85990, 3.18443], [-0.61291, -1.06829, 4.33879], [-2.82212, -1.11099, 2.70274], [-2.61900, -0.95512, 0.67176]], "mulliken_charge": [-1.2017, 0.2146, 0.3489, -0.4783, -0.8116, -0.3704, 0.9667, -0.0970, -0.6400, -0.4363, -0.4502, -0.5741, 0.3817, 0.3490, 0.3183, 0.4970, 0.3625, 0.5846, 0.2493, 0.2755, 0.0082, 0.3825, 0.3859, 0.3233, 0.4116], "de_lowest_kj_mol": 435.1, "homo_energy_ev": -12.58, "e_tot_ha": -535.121258, "mol_weight_g_mol": 165.22, "gap_ev": 8.621, "e_lumo_ev": -3.962, "smiles": "C/C=[N+](\\O)[C@@H](N)c1ccccc1", "largest_force_ev_per_a": 4.38, "charge": 1}

Entry 4:
{"formula": "C9H13N2O5S2", "method": "wB97M-V/def2-TZVPD", "elements": ["C", "C", "C", "C", "O", "S", "O", "O", "N", "S", "O", "O", "C", "C", "C", "N", "C", "C", "H", "H", "H", "H", "H", "H", "H", "H", "H", "H", "H", "H", "H"], "positions_angstrom": [[4.55751, 0.16804, -0.93889], [3.48732, -0.16143, 0.22569], [2.73181, 1.17253, 0.79434], [1.15530, 0.76299, 0.84743], [0.50117, 1.80938, 1.60790], [-1.03320, 1.37002, 2.12654], [-1.14219, 1.87652, 3.56055], [-1.27432, -0.11837, 2.17054], [-2.31107, 2.10742, 1.25815], [-2.33933, 1.62316, -0.38162], [-1.08677, 2.12441, -1.09443], [-3.51685, 2.35787, -1.02060], [-2.65524, -0.17741, -0.64788], [-4.08910, -0.82684, -0.70426], [-4.12422, -2.34140, -0.96843], [-3.08096, -3.28297, -1.13694], [-1.76676, -2.74968, -1.09637], [-1.54001, -1.24619, -0.88241], [4.64744, 1.27674, -1.19062], [4.20832, -0.35250, -1.91056], [5.54630, -0.33044, -0.64912], [3.93216, -0.80117, 1.06494], [2.67496, -0.82016, -0.26942], [2.92674, 2.03986, 0.08270], [3.16498, 1.33288, 1.84887], [1.12573, -0.27040, 1.32659], [0.83020, 0.72969, -0.26189], [-5.03009, -0.18044, -0.57047], [-5.18767, -2.78435, -1.04061], [-0.85911, -3.43468, -1.25434], [-0.45310, -0.87308, -0.89541]], "mulliken_charge": [-0.9238, -0.2764, -0.6954, -0.2553, -0.3059, 1.1127, -0.7198, -0.6132, -0.4789, 1.1251, -0.6250, -0.7151, 0.3539, -0.4027, -0.1542, -0.5437, -0.2635, 0.0680, 0.2976, 0.2416, 0.2292, 0.4187, 0.1161, 0.3322, 0.2762, 0.3863, 0.1531, 0.3077, 0.2635, 0.2906, 0.0001], "homo_energy_ev": -6.09, "e_tot_ha": -1632.668468, "mol_weight_g_mol": 293.35, "gap_ev": 8.464, "e_lumo_ev": 2.375, "smiles": "CCCCOS(=O)(=O)N=[S@](=O)([O-])c1ccncc1", "largest_force_ev_per_a": 6.21, "charge": -1}

Entry 5:
{"formula": "C9H13N2O9PdSSeSi", "method": "wB97M-V/def2-TZVPD", "elements": ["Pd", "O", "S", "O", "O", "O", "O", "C", "O", "C", "C", "C", "C", "C", "N", "H", "H", "H", "H", "C", "Si", "C", "C", "Se", "H", "H", "H", "H", "H", "H", "H", "H", "H", "O", "N", "O", "O"], "positions_angstrom": [[0.69765, -0.45130, 0.66689], [2.26442, 0.98785, 4.03714], [1.71252, 0.57841, 2.78020], [0.25697, 0.18161, 2.84066], [1.77368, 1.64039, 1.70871], [2.38942, -0.63155, 2.17659], [-3.30236, -1.47079, -0.07009], [-2.09829, -1.40839, 0.11980], [-1.28290, -0.55563, -0.39878], [-1.45169, -2.45711, 1.02534], [-2.19400, -3.48876, 1.57039], [-1.54638, -4.42451, 2.35870], [-0.18591, -4.29556, 2.58578], [0.48820, -3.22776, 2.01587], [-0.14147, -2.35165, 1.24023], [-3.25403, -3.52253, 1.36353], [-2.09919, -5.24431, 2.80114], [0.35223, -4.99947, 3.20560], [1.53912, -3.03512, 2.18836], [-1.59797, 4.00280, -1.80924], [-0.21293, 2.73182, -1.67131], [1.44287, 3.59523, -1.64022], [-0.45033, 1.40163, -2.95323], [-0.59958, 1.90274, 0.51471], [-1.50545, 4.52054, -2.77027], [-1.54537, 4.75650, -1.02059], [-2.58260, 3.53262, -1.77957], [1.57959, 4.14869, -2.57456], [2.24391, 2.86371, -1.54548], [1.50581, 4.30660, -0.81573], [-0.53335, 1.88935, -3.93133], [-1.35475, 0.82867, -2.76079], [0.40394, 0.72373, -2.97624], [1.78550, -1.61303, -0.87903], [2.33822, -0.75144, -1.64341], [3.03052, -1.11583, -2.57599], [2.13400, 0.45186, -1.38377]], "mulliken_charge": [0.6097, -0.6494, 1.1464, -0.5783, -0.4823, -0.5215, -0.7100, 0.4409, -0.5938, 0.4665, -0.6284, -0.1801, -0.7766, -0.4825, 0.3265, 0.4952, 0.3960, 0.3895, 0.4983, -1.0931, 0.5905, -1.0211, -0.8640, 0.1518, 0.3305, 0.3149, 0.2994, 0.3619, 0.3122, 0.3156, 0.4131, 0.2640, 0.1793, -0.6378, 1.1897, -0.6833, -0.5897], "de_lowest_kj_mol": 237.4, "multiplicity": 5, "homo_energy_ev": [-6.11, -6.19], "e_tot_ha": -4354.385205, "mol_weight_g_mol": 538.74, "gap_ev": [8.768, 6.362], "e_lumo_ev": [2.662, 0.174], "largest_force_ev_per_a": 0.71, "charge": -1, "s_squared": 6.016}

Entry 6:
{"formula": "C9H13N2OSSeTi", "method": "wB97M-V/def2-TZVPD", "elements": ["Ti", "O", "C", "C", "C", "C", "C", "C", "N", "H", "H", "H", "H", "H", "H", "H", "H", "H", "H", "H", "S", "C", "Se", "C", "N", "C", "H", "H"], "positions_angstrom": [[-1.32992, 0.38813, -0.05378], [-1.14368, 0.12088, -1.85357], [0.11755, 0.01752, -1.54768], [1.06254, 1.19060, -1.51233], [2.01159, 1.01129, -0.30911], [1.34689, 0.31336, 0.89447], [1.39939, -1.23016, 0.88161], [0.58588, -1.93348, -0.21781], [0.71494, -1.25538, -1.51283], [0.48992, 2.11379, -1.41280], [1.62896, 1.26663, -2.44628], [2.36627, 1.99561, -0.00532], [2.89446, 0.43942, -0.60530], [0.30344, 0.67523, 1.01396], [1.85314, 0.63865, 1.80259], [1.05728, -1.60085, 1.84886], [2.44791, -1.51935, 0.76392], [-0.47773, -1.97600, 0.03738], [0.92012, -2.96477, -0.32316], [1.69175, -1.19186, -1.77281], [-1.77491, -0.52569, 2.09159], [-2.81003, -0.74697, 0.70839], [0.19286, 4.18831, 1.19634], [-0.95235, 3.04635, 0.61600], [-1.72907, 2.25208, 0.19051], [-3.95874, -1.39121, 0.55681], [-4.45957, -1.88839, 1.37964], [-4.44889, -1.43372, -0.40932]], "mulliken_charge": [-0.1105, -0.5989, 0.2475, -0.2850, -0.7945, 0.2115, -0.5774, -0.4777, -0.2156, 0.2176, 0.3762, 0.3735, 0.4005, -0.1533, 0.2929, 0.3792, 0.3527, 0.1222, 0.4424, 0.3613, -0.3188, 0.2699, -0.1582, 0.2475, -0.5613, -0.5375, 0.2622, 0.2316], "de_lowest_kj_mol": 0.0, "multiplicity": 2, "homo_energy_ev": [-8.02, -8.06], "e_tot_ha": -4184.532954, "mol_weight_g_mol": 324.11, "gap_ev": [7.705, 6.438], "e_lumo_ev": [-0.320, -1.620], "largest_force_ev_per_a": 3.50, "charge": 0, "s_squared": 0.757}

Number 1 is which compound?
C9H13N2